{
  "formula": "C5H13O2S",
  "method": "ωB97M-V/def2-TZVPD",
  "elements": ["C", "O", "C", "C", "C", "S", "C", "H", "H", "H", "H", "H", "H", "H", "H", "H", "H", "H", "H", "H", "O"],
  "xyz": [[0.197499, 2.114819, 0.020586], [-1.160891, 1.913061, 0.157976], [1.144142, 0.901359, 0.359823], [1.566813, 0.015844, -0.870571], [0.457420, -0.667410, -1.606896], [0.217655, -2.433975, -1.042672], [-0.962814, -2.439326, 0.277580], [0.550222, 2.976746, 0.598068], [0.429697, 2.156058, -1.045468], [0.607530, 0.088899, 0.949314], [2.064147, 1.275407, 0.825478], [2.142931, 0.673669, -1.529209], [2.315548, -0.646389, -0.406588], [0.568032, -0.739006, -2.722832], [-0.522752, -0.130438, -1.512032], [-0.473276, -2.885922, 1.167599], [-1.893976, -2.900579, 0.020430], [-1.234555, -1.536446, 0.805406], [-2.579749, 0.737342, 2.478731], [-1.628721, 1.053204, 1.105590], [-1.804900, 0.473088, 1.969682]],
  "forces_ev_per_a": [[0.842, -1.609, 1.049], [1.123, 0.998, -1.083], [-1.377, -2.102, -0.408], [1.301, 1.803, 0.919], [-1.704, -0.851, -0.608], [0.403, 0.790, -0.892], [0.378, 0.172, 2.053], [-0.316, 0.324, -0.522], [-0.496, 0.937, -0.470], [0.600, 1.622, 0.253], [-0.430, -0.173, 0.200], [-0.012, -0.075, -0.324], [-0.400, -0.277, -0.653], [0.414, -0.014, 1.098], [0.750, -0.433, 0.204], [-0.369, -0.698, -0.716], [-0.315, -0.598, -0.179], [0.036, 1.090, -0.734], [0.144, 0.340, -0.464], [-1.101, -1.481, 2.119], [0.530, 0.235, -0.843]],
  "nbo_charge": [-0.145, -0.308, -0.417, -0.431, -0.534, 0.175, -0.809, 0.196, 0.248, 0.235, 0.219, 0.192, 0.228, 0.237, 0.225, 0.230, 0.220, 0.266, 0.474, 0.468, -0.970],
  "e_homo_ev": [-8.419, -8.419],
  "e_tot_ha": -746.83891,
  "lumo_ev": [0.84, -2.73],
  "orbital_gap_ev": [9.26, 5.69],
  "charge": 0,
  "multiplicity": 2
}